A structure of composition C16H27CoN3S4 in a non-equilibrium geometry, computed with wB97M-V/def2-TZVPD.

```
! RIJCOSX wB97M-V def2-TZVPD def2/J DEFGRID3
* xyz 2 4
Co 0.997 -0.304 -0.439
S 2.885 3.367 1.299
S -1.146 0.035 4.840
S -1.203 1.310 -0.022
S -0.009 -2.214 -0.167
N 1.484 1.300 0.615
N -0.006 -0.254 -2.399
N -0.321 -0.519 2.444
C 0.423 0.605 2.859
C -3.009 1.186 -0.092
C 1.322 1.402 2.040
C 2.706 -1.023 0.271
C -0.512 -1.602 -2.832
C 2.540 2.529 -1.318
C 2.202 2.303 0.104
C -0.929 1.937 -1.703
C -2.136 -2.049 3.304
C 0.134 0.951 4.183
C 2.610 -1.174 -1.147
C 2.074 2.456 2.524
C -1.037 0.805 -2.696
C -1.150 -0.937 3.354
C 0.089 -2.655 -1.935
C -1.812 -2.046 -0.126
H -1.732 2.663 -1.860
H 0.649 1.722 4.741
H 1.125 -2.850 -2.215
H -1.772 -2.876 2.686
H 3.632 2.453 -1.414
H 2.551 -2.182 -1.559
H -3.090 -1.654 2.918
H -2.125 -2.055 0.917
H -3.355 0.252 -0.540
H 0.036 2.459 -1.757
H -2.235 -2.900 -0.665
H -0.458 -3.598 -1.987
H -0.214 -1.777 -3.878
H 2.098 1.784 -1.989
H -3.332 1.227 0.954
H 2.495 -1.843 0.972
H 2.241 3.537 -1.647
H -1.610 -1.626 -2.792
H 2.200 2.656 3.581
H -2.113 -1.097 -0.576
H -0.884 1.195 -3.715
H 3.191 -0.496 -1.796
H 0.777 -0.050 -3.030
H -3.425 2.045 -0.627
H 3.494 -0.349 0.638
H -2.298 -2.413 4.328
H -2.044 0.364 -2.652
*
```

Properties
- Lowest unoccupied orbital energy (spin up / spin down): -7.03 / -10.05 eV
- Energy relative to the best compared isomer or geometry (same formula, charge and spin): 79.86 kcal/mol
- ⟨S²⟩: 3.821
- HOMO-LUMO gap (spin up / spin down): 6.209 / 4.039 eV



A cluster of 3 separate species, C21H50ClO12P3S in total in a non-equilibrium geometry, computed with wB97M-V/def2-TZVPD.

```
! RIJCOSX wB97M-V def2-TZVPD def2/J DEFGRID3
* xyz 0 1
Cl 0.242 4.713 3.074
S 1.538 4.396 1.452
P -6.429 -4.553 -0.833
P 5.143 4.633 -3.860
P 2.038 -1.319 3.044
O 4.461 3.197 -3.177
O -7.392 -5.697 -1.704
O 5.933 4.834 -2.416
O 2.916 3.944 2.031
O 5.753 5.919 -4.472
O -7.578 -4.635 0.361
O -0.715 -1.984 3.468
O -5.479 -5.847 -0.390
O 1.692 5.738 0.635
O 2.530 0.553 5.088
O -5.568 -3.530 -0.053
O 6.225 3.629 -4.629
C -4.073 -5.681 -0.269
C -1.257 -1.628 2.132
C 5.577 5.966 -1.633
C -9.258 -6.870 -0.651
C -9.466 -3.304 -0.375
C 8.046 4.585 -5.883
C 0.314 -0.999 3.863
C 2.057 -0.808 1.204
C 0.710 1.594 0.932
C 5.280 2.261 -1.075
C 3.268 -0.206 4.066
C 4.315 5.703 -0.833
C 2.147 0.805 0.928
C -7.820 -6.934 -1.133
C 6.668 3.942 -5.943
C 5.262 2.171 -2.590
C -3.697 -5.522 1.196
C -2.859 -1.160 2.193
C 0.751 3.118 0.327
C 2.168 1.899 4.616
C -8.331 -3.457 0.619
H 5.946 4.582 -6.461
H 1.263 2.309 5.269
H 4.284 2.478 -0.675
H 2.590 0.930 -0.173
H 3.933 0.463 3.374
H -2.827 0.020 2.361
H -9.103 -3.376 -1.404
H -1.067 -2.458 1.312
H 4.493 4.934 -0.076
H 4.021 -0.915 4.656
H 1.280 3.135 -0.717
H 6.727 3.007 -6.508
H -7.754 -7.677 -1.933
H -0.003 0.120 3.716
H -0.383 3.435 0.135
H -3.595 -6.579 -0.673
H 3.035 -1.301 0.731
H 4.797 1.222 -2.876
H 3.033 2.691 4.718
H -9.653 -7.878 -0.489
H 0.466 -1.139 5.038
H -3.854 -6.465 1.731
H 0.186 1.569 2.005
H -9.897 -6.346 -1.370
H -3.336 -1.418 1.141
H 3.507 5.342 -1.477
H 8.334 4.971 -6.865
H -0.019 0.969 0.224
H -0.670 -0.677 1.781
H -2.644 -5.240 1.296
H -9.968 -2.342 -0.243
H 1.774 1.855 3.512
H 8.090 5.405 -5.163
H 1.150 -1.348 0.681
H -7.176 -7.281 -0.322
H 6.286 2.151 -2.970
H 5.646 1.325 -0.641
H -3.451 -1.662 3.069
H -10.207 -4.097 -0.238
H 5.953 3.054 -0.735
H -9.332 -6.342 0.304
H -4.305 -4.767 1.701
H -3.722 -4.836 -0.871
H 3.983 6.612 -0.325
H -8.736 -3.537 1.633
H 8.793 3.847 -5.569
H 5.444 6.850 -2.264
H -7.688 -2.572 0.595
H 2.856 1.337 1.692
H 6.408 6.175 -0.952
*
```

Properties
- Lowest unoccupied orbital energy: -2.42 eV
- Energy relative to the best compared isomer or geometry (same formula, charge and spin): 242.98 kcal/mol
- SMILES: CCOCP(CCCCS(=O)(=O)Cl)COC.CCOP(=O)(OCC)OCC.CCOP(=O)(OCC)OCC
- HOMO-LUMO gap: 5.684 eV



A cluster of 14 separate species, C66H150N8O21 in total in a non-equilibrium geometry, computed with wB97M-V/def2-TZVPD.

```
! RIJCOSX wB97M-V def2-TZVPD def2/J DEFGRID3
* xyz 2 1
O 5.722 -3.149 -3.831
O 2.335 -0.095 -5.347
O 1.419 3.940 2.317
O 3.557 0.187 0.438
O 4.825 -4.497 4.439
O 2.713 3.693 4.139
O -3.344 -4.434 7.942
O 3.487 -3.854 1.595
O 0.068 5.985 -4.973
O 0.601 6.924 -6.921
O -1.535 2.647 -7.759
O -3.444 1.137 -4.747
O -3.829 -1.682 -0.615
O -0.536 -6.312 6.425
O -3.041 -3.215 6.045
O 1.046 -1.858 7.653
O -5.379 -0.092 -0.423
O -0.137 -4.459 -2.234
O 2.200 -1.453 -3.664
O 1.698 -3.044 0.545
O -1.806 8.519 -0.024
N -0.821 -3.757 7.657
N 2.566 -3.555 -2.156
N 4.456 -2.076 3.079
N -5.956 -0.723 3.377
N 4.601 2.436 -5.759
N -2.804 3.780 -5.347
N -1.513 0.802 -0.228
N -0.012 7.169 -0.199
C 4.648 -5.915 4.625
C 6.518 2.874 -7.036
C -3.741 -0.223 -4.855
C 2.118 7.054 -5.113
C 3.391 2.920 -4.999
C -0.134 7.224 -1.681
C 0.493 -1.573 -5.295
C 0.476 -2.010 8.909
C -0.384 8.172 1.970
C -0.857 -5.079 8.416
C -4.967 -4.613 6.197
C -4.859 -1.125 -0.981
C -0.354 1.713 -0.123
C -2.897 4.244 -6.738
C -1.374 -0.130 -1.407
C 0.870 6.729 -5.797
C -1.016 2.096 -9.027
C 4.165 2.027 -7.140
C -3.691 -3.988 6.808
C -0.340 -0.879 1.329
C 5.595 3.548 -6.050
C -0.904 -2.570 8.560
C -0.936 -7.359 5.502
C 4.315 -0.865 0.975
C -1.341 -6.245 7.595
C -2.683 1.761 -0.325
C -4.519 0.757 4.923
C -7.645 -0.322 1.648
C 2.430 -1.719 7.673
C -0.676 2.915 -0.970
C -4.158 3.450 -4.742
C -7.009 -1.799 3.474
C 0.713 -4.892 -3.264
C 3.079 -0.188 -0.840
C -1.040 -0.482 3.756
C -4.578 1.921 -4.988
C -5.442 -0.452 4.752
C 2.237 -3.772 1.407
C 5.606 -4.271 3.308
C 4.016 -3.402 -2.239
C 5.193 1.198 -5.073
C -0.516 -1.454 2.706
C 1.754 -1.004 -4.749
C -4.801 -1.265 2.600
C 1.362 -4.500 2.433
C -3.369 2.263 6.525
C 2.392 3.383 -2.699
C -5.697 -1.733 -2.056
C -4.069 0.931 6.349
C 1.667 4.073 3.673
C -7.519 -1.797 2.042
C -2.185 2.927 -1.107
C -6.647 0.376 2.564
C 2.782 3.526 -1.199
C 2.130 -4.888 -2.771
C 0.659 4.752 4.490
C -1.683 4.036 -7.679
C 6.237 -2.887 -5.154
C -1.041 -3.618 -2.844
C -0.864 7.927 0.540
C 5.535 2.051 -7.912
C 3.634 3.260 -3.565
C 5.692 -2.797 2.895
C -1.566 -0.061 1.006
C 4.496 -2.581 -3.480
C 4.421 -0.725 2.457
H 5.503 -2.904 -6.013
H -4.059 3.522 -3.661
H -2.873 2.324 7.467
H -2.700 3.816 -0.775
H 3.759 -1.770 0.750
H -1.073 0.408 -2.288
H 0.383 -1.074 9.464
H 2.895 3.738 -5.526
H 2.681 2.114 -5.151
H -0.655 8.161 -1.961
H -4.651 -5.649 6.144
H -0.256 3.864 -0.651
H 5.891 1.467 -4.261
H 2.714 6.117 -5.045
H -6.267 -0.283 5.435
H -5.859 0.985 2.058
H 4.268 -6.133 5.633
H -0.712 1.038 -8.831
H 2.691 7.853 -5.568
H -4.917 4.146 -5.149
H 3.479 -0.181 2.743
H 5.184 -4.757 2.398
H -0.706 9.152 2.313
H -8.685 0.050 1.672
H -0.184 2.647 -1.891
H -3.609 1.252 -0.688
H -1.679 2.140 -9.933
H 0.763 7.034 -2.238
H 4.087 4.222 -3.412
H 6.959 -3.660 -5.164
H 3.938 -6.268 3.883
H -6.867 -2.394 1.408
H -7.810 -1.454 4.183
H -1.663 -3.690 7.019
H 1.798 4.275 -2.995
H -1.583 -4.089 -3.701
H -5.857 -4.450 6.777
H -0.364 -1.351 -4.611
H -2.069 -0.477 3.743
H -0.780 5.766 -5.491
H -0.210 -1.620 0.538
H 3.670 -2.581 -4.206
H -0.758 -0.719 4.750
H 2.198 -3.489 -1.273
H -5.237 -2.650 -2.463
H 2.373 0.578 -1.206
H 6.628 -4.682 3.454
H 5.124 4.382 -6.514
H 2.160 -5.644 -1.999
H 3.371 2.652 -0.880
H 5.564 -6.484 4.531
H 0.423 -4.807 2.014
H -4.990 -1.068 1.536
H 0.991 -2.759 9.561
H 3.744 -2.673 2.576
H -2.304 -0.665 -1.520
H -0.148 1.883 0.966
H -0.363 4.568 4.118
H 6.130 3.914 -5.167
H -1.547 -4.931 9.214
H -4.474 -0.509 -4.136
H -0.933 -8.369 5.970
H -0.269 -7.377 4.640
H -6.039 -1.005 -2.794
H 0.804 4.456 5.537
H -0.540 -0.791 -1.110
H -2.250 2.912 -5.255
H -4.167 -0.410 -5.909
H 5.164 -0.244 3.090
H -2.439 -6.207 7.437
H 4.294 0.587 -4.751
H 0.877 5.802 4.536
H 1.988 7.241 -4.081
H -4.995 -4.264 5.152
H -6.566 -2.749 3.842
H -0.828 6.429 -2.013
H -5.065 1.688 4.651
H -2.459 2.927 -2.107
H 5.864 1.018 -7.956
H 0.529 1.243 -0.467
H 0.895 7.139 0.219
H -7.036 1.026 3.366
H 0.646 -4.164 -4.070
H 2.776 -1.551 6.685
H -0.521 -2.782 -3.280
H 4.201 -2.069 4.055
H -6.685 -2.005 -1.629
H -2.659 2.432 5.705
H 0.192 -5.315 8.699
H -1.989 -7.174 5.195
H -1.735 -3.190 -2.104
H -0.130 2.616 -9.378
H -4.098 3.101 6.518
H -1.169 -2.323 2.703
H 2.524 -1.139 -0.766
H 3.725 1.053 -7.030
H 1.046 -3.864 3.268
H 6.555 -2.231 3.279
H -4.857 -1.374 4.985
H 2.221 3.511 1.983
H -4.997 0.879 6.978
H -4.642 -2.320 2.797
H 5.805 -2.876 1.822
H 0.665 8.053 2.073
H -0.752 0.560 3.623
H -8.491 -2.293 1.954
H 4.491 -4.357 -2.385
H -3.144 5.344 -6.687
H 4.309 -2.818 -1.345
H 2.927 -2.663 8.036
H -1.874 4.562 -8.644
H 2.154 -2.743 -2.732
H -2.850 -0.788 -4.630
H 0.635 -2.633 -5.366
H 0.515 -1.885 2.932
H 2.835 -5.020 -3.577
H -3.877 -0.748 2.773
H -2.478 -0.533 0.835
H 1.740 2.503 -2.807
H -7.401 -0.151 0.609
H -3.593 0.672 4.240
H 7.275 2.217 -6.643
H -0.783 4.602 -7.334
H -5.375 1.627 -4.282
H 1.925 3.710 -0.542
H 0.484 -5.812 -3.784
H 5.634 0.578 -5.851
H -1.774 0.691 1.721
H -3.435 0.105 6.642
H -0.787 7.318 2.616
H -3.721 3.778 -7.252
H -1.528 -2.799 9.381
H 3.919 -0.321 -1.499
H -4.887 1.805 -6.049
H 2.759 -0.906 8.322
H 3.384 2.645 -7.548
H -2.869 2.054 0.744
H 4.776 -1.578 -3.151
H 0.343 -1.156 -6.300
H -0.117 -3.706 6.958
H -1.332 -1.789 7.963
H 3.393 4.446 -1.052
H 4.313 2.545 -3.128
H 5.353 2.334 -8.892
H 6.985 3.680 -7.644
H 6.785 -1.914 -5.186
H 0.527 -0.224 1.324
H 1.991 -5.269 2.865
H -1.063 -7.129 8.218
H 5.254 -0.957 0.453
*
```

Properties
- Lowest unoccupied orbital energy: -3.19 eV
- Energy relative to the best compared isomer or geometry (same formula, charge and spin): 15.00 kcal/mol
- HOMO-LUMO gap: 8.356 eV



A structure of composition C2H4I2O in a non-equilibrium geometry, computed with wB97M-V/def2-TZVPD.

```
! RIJCOSX wB97M-V def2-TZVPD def2/J DEFGRID3
* xyz 0 1
I 2.369 -1.094 1.824
I 1.743 0.101 -1.556
O -0.885 -0.175 0.506
C 1.814 -1.362 -0.124
C -1.441 0.902 0.021
H -0.865 1.490 -0.852
H -2.516 0.620 -0.240
H 1.193 -2.124 -0.527
H -1.412 1.642 0.949
*
```

Properties
- Lowest unoccupied orbital energy (spin up / spin down): -2.70 / -2.70 eV
- Energy relative to the best compared isomer or geometry (same formula, charge and spin): 135.23 kcal/mol
- HOMO-LUMO gap (spin up / spin down): 4.798 / 4.803 eV



A structure of composition C2H8NO2PS in a non-equilibrium geometry, computed with wB97M-V/def2-TZVPD.

```
! RIJCOSX wB97M-V def2-TZVPD def2/J DEFGRID3
* xyz 0 1
S 1.927 1.611 0.666
P 0.933 0.320 -0.425
O -1.262 0.545 -0.773
O 1.033 -1.229 -0.137
N 1.401 0.296 -2.105
C 0.416 -1.761 1.083
C -1.848 1.095 0.405
H -2.899 1.100 0.200
H 0.642 -1.080 1.864
H 0.720 -0.121 -2.670
H 1.872 1.147 -2.376
H -1.477 0.416 1.270
H -1.601 2.149 0.604
H -0.668 -1.840 0.933
H 0.811 -2.648 1.459
*
```

Properties
- Lowest unoccupied orbital energy (spin up / spin down): -0.29 / -0.29 eV
- Energy relative to the best compared isomer or geometry (same formula, charge and spin): 84.67 kcal/mol
- HOMO-LUMO gap (spin up / spin down): 9.218 / 9.217 eV



A cluster of 2 separate species, C29H33O2Si in total in a non-equilibrium geometry, computed with wB97M-V/def2-TZVPD.

```
! RIJCOSX wB97M-V def2-TZVPD def2/J DEFGRID3
* xyz 1 1
Si 1.938 3.057 -1.940
O 0.682 1.860 -1.908
O -1.088 3.273 -1.793
C -5.416 -2.524 -0.701
C 3.432 1.983 -1.710
C 0.853 -0.659 2.456
C 1.814 -3.801 0.616
C -4.248 -3.161 -1.128
C -1.676 -1.327 0.972
C 1.944 -2.472 1.076
C 4.374 -2.672 0.870
C 0.211 0.598 2.375
C -2.928 -1.809 0.436
C -0.442 -1.887 0.686
C -5.355 -1.534 0.293
C -4.130 -1.168 0.842
C 1.580 4.197 -0.525
C 2.948 -4.553 0.299
C -2.872 1.667 -1.614
C 1.605 -0.955 3.620
C -1.556 1.034 -1.596
C -3.012 -2.825 -0.565
C 1.965 3.935 -3.572
C 3.248 -1.925 1.206
C 1.669 -0.054 4.680
C -2.591 3.161 -1.747
C 0.949 1.145 4.620
C 0.214 1.462 3.473
C -0.598 2.048 -1.755
C -1.187 -0.311 -1.986
C 4.225 -3.992 0.425
C 0.764 -1.658 1.388
H -0.369 2.383 3.437
H -2.047 -0.977 -1.896
H -0.398 -0.663 -1.313
H -4.291 -3.933 -1.898
H 0.823 -4.252 0.543
H -2.101 -3.318 -0.903
H 2.272 -0.300 5.553
H 2.244 3.246 -4.380
H -6.266 -1.047 0.645
H 3.669 1.480 -2.659
H 2.825 -5.582 -0.037
H -2.931 3.740 -0.888
H 0.977 1.836 5.465
H 5.108 -4.584 0.172
H -0.812 -0.358 -3.021
H -2.967 3.588 -2.679
H -4.063 -0.369 1.596
H 2.725 4.730 -3.516
H 3.362 -0.896 1.557
H 2.532 4.628 -0.182
H -0.266 0.889 1.432
H 3.267 1.223 -0.934
H -3.468 1.305 -2.468
H -6.370 -2.773 -1.158
H 0.997 4.397 -3.805
H 1.100 3.677 0.317
H -3.457 1.431 -0.709
H -1.747 -0.562 1.746
H 0.924 5.013 -0.856
H -0.381 -2.559 -0.177
H 4.294 2.606 -1.429
H 2.139 -1.907 3.680
H 5.363 -2.225 0.971
*
```

Properties
- Lowest unoccupied orbital energy: -5.23 eV
- Energy relative to the best compared isomer or geometry (same formula, charge and spin): 3.30 kcal/mol
- HOMO-LUMO gap: 4.112 eV